[1]
{
  "formula": "C5H11N2O2",
  "method": "the ωB97M-V functional and the def2-TZVPD basis",
  "species": ["C", "C", "C", "C", "C", "N", "N", "O", "O", "H", "H", "H", "H", "H", "H", "H", "H", "H", "H", "H"],
  "positions_angstrom": [[0.5504, 2.0731, -0.1884], [1.9911, 0.0923, -0.7730], [-1.2718, 0.5097, 0.0411], [2.1636, -1.8729, 0.4713], [-3.3465, -0.6936, 0.3993], [1.6202, 1.3325, -0.7736], [-0.5636, 1.5789, 0.3080], [1.3226, -0.7784, -0.0613], [-2.4339, 0.3073, 0.7389], [0.7318, 3.1808, -0.1801], [2.8271, -0.3000, -1.5265], [-1.2153, 0.0778, -0.9470], [1.9986, -1.9871, 1.5259], [3.1930, -1.7089, 0.3349], [1.9877, -2.8321, -0.0019], [-3.9320, -1.0950, 1.1899], [-2.9174, -1.6276, -0.0260], [-3.9962, -0.2974, -0.3847], [2.2356, 1.9773, -1.2581], [-0.9450, 2.0632, 1.1116]],
  "de_lowest_kcal_mol": 95.9,
  "e_homo_ev": -10.79,
  "fmax_ha_per_bohr": 0.091,
  "charge": 1,
  "gap_ev": 7.21
}

***

[2]
{
  "formula": "C18H51B2O11",
  "method": "the ωB97M-V functional and the def2-TZVPD basis",
  "species": ["C", "C", "O", "B", "O", "C", "C", "O", "C", "C", "O", "B", "O", "H", "H", "H", "H", "H", "H", "H", "H", "H", "H", "H", "H", "H", "H", "H", "C", "C", "O", "H", "H", "H", "H", "H", "H", "C", "C", "O", "H", "H", "H", "H", "H", "H", "C", "C", "O", "H", "H", "H", "H", "H", "H", "C", "C", "O", "H", "H", "H", "H", "H", "H", "C", "C", "O", "H", "H", "H", "H", "H", "H", "C", "C", "O", "H", "H", "H", "H", "H", "H"],
  "positions_angstrom": [[-1.1993, -5.7582, 0.2968], [0.0816, -6.3074, -0.3039], [0.5850, -5.5962, -1.4268], [-0.0243, -4.5319, -2.0447], [-0.4997, -4.7837, -3.3354], [-0.0059, -3.0512, -1.4780], [-1.2555, -2.2458, -1.9333], [-1.5757, -1.1118, -1.1670], [-2.1716, -1.3607, 0.0941], [1.3099, -2.4249, -2.0528], [1.7176, -1.5012, -1.1030], [1.4434, -2.1520, 0.2036], [0.1545, -2.9509, -0.0886], [-1.4612, -6.3660, 1.1666], [-1.0459, -4.7268, 0.6103], [-2.0288, -5.8276, -0.4137], [-0.0698, -7.3366, -0.6367], [0.8627, -6.3223, 0.4607], [-1.3007, -4.2843, -3.5302], [-2.1422, -2.9118, -1.9647], [-1.0991, -1.8667, -2.9494], [-2.9620, -0.6170, 0.2278], [-2.6194, -2.3596, 0.1296], [-1.4396, -1.2962, 0.8988], [1.1452, -1.9480, -3.0268], [2.0640, -3.2254, -2.1868], [1.2139, -1.3638, 1.0980], [2.3343, -2.9740, 0.5125], [2.0498, -10.3047, -3.3224], [1.0026, -10.0802, -2.2464], [1.4222, -9.1558, -1.2597], [2.9824, -10.6543, -2.8780], [1.7080, -11.0442, -4.0495], [2.2543, -9.3750, -3.8575], [0.8021, -11.0089, -1.7097], [0.0617, -9.7533, -2.7052], [1.5773, -8.3014, -1.6822], [2.5080, 2.6746, 2.0990], [1.7438, 1.4479, 1.6287], [1.7845, 0.4458, 2.6388], [3.5443, 2.4042, 2.3100], [2.5046, 3.4745, 1.3558], [2.0704, 3.0799, 3.0156], [2.1765, 0.9997, 0.7360], [0.7053, 1.7050, 1.3906], [1.3749, 0.8137, 3.4284], [4.7483, 6.1017, 5.3526], [4.3913, 5.1323, 4.2426], [3.5620, 5.7261, 3.2515], [3.8432, 6.4841, 5.8271], [5.3617, 5.6120, 6.1115], [5.3214, 6.9441, 4.9581], [3.8187, 4.2886, 4.6271], [5.3016, 4.7286, 3.7861], [4.0388, 6.4645, 2.8593], [6.6021, 10.3168, 5.6092], [7.5660, 9.1630, 5.8059], [7.5846, 8.2731, 4.6978], [5.5936, 9.9433, 5.4299], [6.5844, 10.9604, 6.4902], [6.8972, 10.9285, 4.7531], [7.2621, 8.5519, 6.6561], [8.5742, 9.5387, 6.0131], [7.8645, 8.7583, 3.9148], [-5.6961, 1.7849, -1.9187], [-5.4194, 0.3825, -1.4157], [-5.4233, 0.3001, 0.0045], [-4.9587, 2.4807, -1.5165], [-5.6594, 1.8181, -3.0081], [-6.6920, 2.1191, -1.6189], [-4.4233, 0.0519, -1.7125], [-6.1460, -0.3197, -1.8414], [-6.2846, 0.5723, 0.3360], [-8.5253, 3.2608, -5.9567], [-8.2872, 1.8879, -5.3584], [-8.3910, 1.8852, -3.9412], [-7.8219, 3.9827, -5.5415], [-8.4028, 3.2367, -7.0408], [-9.5390, 3.6082, -5.7413], [-7.2730, 1.5489, -5.5704], [-8.9763, 1.1568, -5.7962], [-9.2804, 2.1614, -3.6974]],
  "e_homo_ev": -3.57,
  "fmax_ha_per_bohr": 0.013,
  "charge": -1,
  "gap_ev": 5.45
}

***

[3]
{
  "formula": "C29H32CoN4O4S2Te",
  "method": "the ωB97M-V functional and the def2-TZVPD basis",
  "species": ["Co", "N", "C", "C", "N", "C", "C", "N", "C", "C", "N", "H", "H", "H", "H", "H", "H", "C", "C", "S", "O", "C", "C", "H", "H", "H", "H", "H", "H", "H", "H", "H", "H", "O", "S", "C", "C", "C", "C", "C", "C", "C", "C", "C", "C", "C", "C", "H", "H", "H", "H", "H", "H", "H", "H", "H", "H", "O", "C", "O", "H", "Te", "C", "C", "C", "C", "C", "C", "H", "H", "H", "H", "H"],
  "positions_angstrom": [[0.5648, 1.2387, -0.8822], [-2.6812, 1.5348, -3.4082], [-2.2347, 0.4071, -4.0551], [-1.0195, 0.1043, -3.5176], [-0.7088, 1.0065, -2.5587], [-1.7265, 1.8682, -2.4920], [-1.6382, 2.9047, -1.5301], [-0.7765, 2.7503, -0.5142], [-0.7818, 3.9249, 0.1701], [-1.6486, 4.7985, -0.4136], [-2.1997, 4.1491, -1.4891], [-3.5767, 1.9707, -3.5504], [-2.7951, -0.0483, -4.8449], [-0.3300, -0.6764, -3.7678], [-0.1577, 4.0692, 1.0282], [-1.9243, 5.8040, -0.1672], [-2.7826, 4.5737, -2.1882], [2.5874, 1.8200, 3.4784], [2.7309, 0.3680, 3.0752], [1.4103, -0.1268, 1.8529], [1.1633, 1.1718, 1.1429], [0.0193, -0.2513, 3.0716], [-1.2265, 0.3583, 2.4665], [3.5306, 2.2286, 3.8333], [1.8446, 1.9520, 4.2606], [2.2750, 2.3929, 2.6049], [2.6746, -0.3271, 3.9090], [3.6674, 0.2020, 2.5461], [0.2988, 0.2430, 3.9982], [-0.0927, -1.3212, 3.2263], [-1.0514, 1.4091, 2.2394], [-2.0678, 0.2856, 3.1548], [-1.4869, -0.1542, 1.5395], [0.2009, -2.5033, 1.2139], [-0.5105, -2.3991, -0.0695], [-0.0491, -3.8427, -1.0648], [-0.2327, -3.7693, -2.4327], [0.0744, -4.8664, -3.2157], [0.5854, -6.0124, -2.6263], [0.7755, -6.0693, -1.2548], [0.4457, -4.9827, -0.4650], [-2.1279, -3.2054, 0.2769], [-2.4138, -3.6671, 1.5474], [-3.6385, -4.2579, 1.8109], [-4.5792, -4.3673, 0.8017], [-4.2982, -3.8876, -0.4683], [-3.0712, -3.3058, -0.7318], [-0.5979, -2.8525, -2.8698], [-0.0750, -4.8272, -4.2874], [0.8520, -6.8588, -3.2426], [1.1862, -6.9614, -0.8057], [0.5729, -5.0123, 0.6071], [-1.6609, -3.5570, 2.3125], [-3.8650, -4.6226, 2.8015], [-5.5434, -4.8055, 1.0075], [-5.0400, -3.9691, -1.2517], [-2.8404, -2.9398, -1.7214], [2.3561, -2.4503, -1.2588], [2.1975, -1.2605, -1.0984], [1.0865, -0.6564, -1.0005], [3.1122, -0.5956, -1.0329], [2.4970, 2.5023, -1.9427], [2.8663, 3.9373, -0.4091], [2.1773, 5.1429, -0.3891], [2.4343, 6.0810, 0.5940], [3.3766, 5.8268, 1.5767], [4.0499, 4.6175, 1.5741], [3.8082, 3.6870, 0.5803], [1.4282, 5.3405, -1.1448], [1.8960, 7.0173, 0.5959], [3.5860, 6.5659, 2.3373], [4.7690, 4.4047, 2.3523], [4.3493, 2.7517, 0.5753]],
  "de_lowest_kcal_mol": 38.1,
  "e_homo_ev": [-6.42, -6.34],
  "fmax_ha_per_bohr": 0.048,
  "multiplicity": 2,
  "gap_ev": [6.15, 6.07]
}

***

[4]
{
  "formula": "C17H33N8O5ReS",
  "method": "the ωB97M-V functional and the def2-TZVPD basis",
  "species": ["Re", "C", "N", "C", "C", "O", "C", "O", "C", "C", "O", "N", "C", "C", "H", "H", "H", "H", "H", "H", "H", "H", "H", "H", "H", "H", "H", "H", "H", "H", "N", "C", "C", "O", "O", "H", "H", "H", "H", "C", "C", "C", "N", "N", "C", "N", "S", "H", "H", "H", "H", "H", "H", "H", "C", "N", "C", "C", "N", "H", "H", "H", "H", "H", "H"],
  "positions_angstrom": [[0.3102, -0.1486, 0.1787], [-4.7492, -0.5894, 2.1273], [-3.8165, -0.5151, 0.9934], [-4.4419, -0.4967, -0.3372], [-2.5310, -0.3919, 1.1420], [-1.7427, -0.2576, 0.1472], [-1.9026, -0.3650, 2.5150], [-0.4933, -0.2954, 2.2827], [0.2400, 0.3958, 3.2998], [1.6466, 0.4815, 2.7645], [1.8183, 0.0789, 1.5600], [2.6303, 0.9230, 3.4834], [2.4686, 1.4161, 4.8598], [3.9940, 1.0104, 2.9370], [-5.5307, -1.3036, 1.8795], [-4.2543, -0.9278, 3.0326], [-5.2030, 0.3866, 2.2971], [-4.9875, -1.4277, -0.4797], [-5.1412, 0.3368, -0.3844], [-3.6839, -0.3877, -1.1033], [-2.2395, 0.5182, 3.0638], [-2.1317, -1.2601, 3.0948], [-0.1771, 1.3948, 3.4546], [0.1976, -0.1723, 4.2304], [1.4335, 1.3743, 5.1831], [3.0773, 0.8093, 5.5274], [2.8103, 2.4491, 4.9020], [4.1515, 0.2348, 2.1953], [4.1500, 1.9959, 2.4989], [4.6946, 0.8710, 3.7558], [2.1494, 0.2472, -0.8586], [2.3176, 1.7258, -1.0221], [1.0972, 2.5253, -0.5543], [0.9327, 3.6529, -0.9074], [0.2351, 1.8716, 0.2464], [2.9301, -0.1374, -0.3348], [2.1365, -0.2292, -1.7595], [2.5103, 1.9792, -2.0619], [3.1750, 2.0606, -0.4406], [-0.7645, -2.3338, -5.7845], [0.4181, -1.7380, -5.0161], [-0.0087, -0.8688, -3.8818], [0.3724, -1.0009, -2.6646], [-0.1759, -0.0361, -1.8216], [-0.9753, 0.8357, -2.4638], [-1.6238, 1.8476, -1.9064], [-1.1089, 0.4681, -4.1368], [-0.3943, -2.9697, -6.5854], [-1.3786, -1.5582, -6.2448], [-1.3978, -2.9374, -5.1344], [1.0328, -1.1375, -5.6920], [1.0563, -2.5175, -4.6012], [-1.3578, 2.1520, -0.9766], [-2.0889, 2.5218, -2.4958], [0.3145, -5.4865, 1.2024], [0.7825, -4.6327, 0.0953], [1.4302, -5.2923, -1.0556], [0.6310, -3.3576, 0.1230], [0.5203, -2.1970, 0.1458], [1.1624, -6.0321, 1.6127], [-0.4234, -6.1913, 0.8234], [-0.1322, -4.8716, 1.9784], [2.3273, -5.8055, -0.7140], [1.6945, -4.5481, -1.8016], [0.7376, -6.0130, -1.4863]],
  "de_lowest_kcal_mol": 0.0,
  "e_homo_ev": [-17.01, -17.00],
  "fmax_ha_per_bohr": 0.011,
  "charge": 3,
  "multiplicity": 2,
  "gap_ev": [7.73, 7.36]
}

***

[5]
{
  "formula": "C23H20N6PtS2",
  "method": "the ωB97M-V functional and the def2-TZVPD basis",
  "species": ["Pt", "C", "C", "C", "C", "C", "C", "C", "N", "N", "C", "C", "C", "C", "C", "C", "N", "C", "C", "C", "C", "C", "C", "N", "H", "H", "H", "H", "H", "H", "H", "H", "H", "H", "H", "H", "H", "H", "H", "H", "H", "H", "H", "H", "S", "C", "C", "N", "C", "S", "C", "N"],
  "positions_angstrom": [[-0.3526, -0.6123, -0.0810], [-0.6143, 2.3068, 1.0044], [0.2650, 1.9764, 2.1994], [0.0159, 0.6510, 2.8755], [0.1833, 0.5471, 4.2493], [-0.0505, -0.6546, 4.8886], [-0.4728, -1.7445, 4.1396], [-0.6267, -1.5818, 2.7837], [-0.3733, -0.4126, 2.1558], [-0.1911, 1.6903, -0.2776], [-1.1287, 2.0686, -1.3526], [-0.9082, 1.1979, -2.5573], [-1.2331, 1.6170, -3.8331], [-0.9994, 0.7622, -4.8977], [-0.4210, -0.4746, -4.6566], [-0.1196, -0.8247, -3.3571], [-0.3697, -0.0045, -2.3215], [1.1991, 2.0451, -0.6512], [2.2416, 1.0414, -0.2193], [3.5704, 1.4091, -0.1089], [4.5106, 0.4452, 0.2191], [4.0969, -0.8617, 0.4368], [2.7556, -1.1516, 0.3207], [1.8488, -0.2165, -0.0054], [-1.6456, 2.0080, 1.1950], [-0.6120, 3.3918, 0.8642], [1.3263, 2.0644, 1.9509], [0.0831, 2.7537, 2.9408], [0.4877, 1.4203, 4.8114], [0.0791, -0.7389, 5.9600], [-0.6875, -2.7005, 4.5973], [-0.9699, -2.4002, 2.1657], [-2.1483, 1.9590, -0.9804], [-0.9973, 3.1199, -1.6225], [-1.6576, 2.6010, -3.9887], [-1.2536, 1.0636, -5.9063], [-0.2017, -1.1621, -5.4622], [0.3420, -1.7740, -3.1285], [1.2493, 2.1350, -1.7361], [1.4428, 3.0286, -0.2442], [3.8641, 2.4376, -0.2806], [5.5562, 0.7119, 0.3058], [4.7990, -1.6429, 0.6947], [2.3816, -2.1533, 0.4920], [-2.8641, -0.6799, -0.1123], [-3.1797, -2.3074, -0.3278], [-4.5545, -2.7276, -0.2620], [-5.6580, -3.0461, -0.2089], [-2.1843, -3.2599, -0.5592], [-0.5182, -2.9120, -0.7930], [-2.5300, -4.6413, -0.6322], [-2.7746, -5.7673, -0.6869]],
  "de_lowest_kcal_mol": 0.0,
  "e_homo_ev": [-14.13, -15.86],
  "fmax_ha_per_bohr": 0.009,
  "charge": 2,
  "multiplicity": 5,
  "gap_ev": [7.52, 5.81]
}

***

[6]
{
  "formula": "C28H28ClN5PRuS",
  "method": "the ωB97M-V functional and the def2-TZVPD basis",
  "species": ["Ru", "N", "C", "C", "C", "C", "C", "C", "P", "C", "C", "C", "C", "C", "C", "C", "C", "C", "C", "C", "C", "H", "H", "H", "H", "H", "H", "H", "H", "H", "H", "H", "H", "H", "H", "H", "H", "C", "C", "N", "N", "C", "S", "N", "N", "H", "H", "H", "H", "H", "H", "Cl", "C", "C", "C", "C", "C", "C", "C", "H", "H", "H", "H", "H", "H"],
  "positions_angstrom": [[1.4545, 0.0769, 0.4143], [1.0998, 0.5887, -1.7941], [-0.2225, 1.1153, -2.1806], [-0.4116, 1.5748, -3.4720], [-1.6437, 2.0957, -3.8491], [-2.6855, 2.1565, -2.9335], [-2.5016, 1.6819, -1.6435], [-1.2698, 1.1507, -1.2612], [-1.0390, 0.4621, 0.3841], [-0.9870, -1.3414, 0.1884], [-0.8731, -2.1275, 1.3487], [-0.9008, -3.5097, 1.2591], [-1.0237, -4.1232, 0.0161], [-1.1273, -3.3532, -1.1422], [-1.1168, -1.9684, -1.0609], [-2.3915, 0.8652, 1.4755], [-3.5686, 0.1113, 1.4256], [-4.6333, 0.4647, 2.2371], [-4.5243, 1.5525, 3.0962], [-3.3512, 2.2940, 3.1532], [-2.2800, 1.9517, 2.3451], [1.2912, -0.2271, -2.3751], [1.7856, 1.2762, -2.1018], [0.3996, 1.5330, -4.1907], [-1.7848, 2.4537, -4.8599], [-3.6433, 2.5644, -3.2263], [-3.3152, 1.7208, -0.9303], [-0.8082, -1.6470, 2.3192], [-0.8553, -4.1110, 2.1582], [-1.0732, -5.2029, -0.0497], [-1.2684, -3.8349, -2.1017], [-1.2649, -1.3763, -1.9567], [-3.6558, -0.7368, 0.7571], [-5.5492, -0.1093, 2.2005], [-5.3587, 1.8197, 3.7306], [-3.2707, 3.1316, 3.8325], [-1.3595, 2.5183, 2.4017], [2.5487, -5.2263, -0.0480], [2.4929, -4.2581, 1.0688], [2.6183, -4.5243, 2.3296], [2.5370, -3.3235, 2.9679], [2.3590, -2.3116, 2.1395], [2.2822, -0.6208, 2.4462], [2.3242, -2.8841, 0.9207], [2.1223, -2.1319, -0.2455], [2.6072, -6.2296, 0.3676], [3.4351, -5.0612, -0.6635], [1.6630, -5.1573, -0.6812], [2.6393, -3.2875, 3.9748], [1.3494, -2.5576, -0.7629], [2.9722, -2.1777, -0.8081], [4.4154, 1.7595, -0.8972], [3.1044, 2.8767, -0.8845], [2.9947, 3.8051, -1.8862], [1.8965, 4.6780, -1.8976], [0.9029, 4.6132, -0.9077], [1.0129, 3.6925, 0.0960], [2.1301, 2.8021, 0.1677], [2.3154, 1.9608, 1.2911], [3.7550, 3.8748, -2.6530], [1.8268, 5.4166, -2.6862], [0.0754, 5.3090, -0.9264], [0.2869, 3.6599, 0.8975], [1.7311, 2.1834, 2.1785], [3.3296, 1.6288, 1.4884]],
  "de_lowest_kcal_mol": 3.7,
  "e_homo_ev": [-16.30, -17.11],
  "fmax_ha_per_bohr": 0.012,
  "charge": 3,
  "multiplicity": 5,
  "gap_ev": [6.27, 5.46]
}